*P*
Computed, not measured: C4H4O3 in the gas phase, with ωB97M-V/def2-TZVPD.

Structure (SMILES)   CC(=O)C(=O)C=O
Highest occupied orbital energy   -9.80 eV
HOMO-LUMO gap   8.810 eV
LUMO energy   -0.990 eV
Molecular weight   100.1 g/mol

```
! RIJCOSX wB97M-V def2-TZVPD def2/J DEFGRID3
* xyz 0 1
C -1.622 0.248 -0.488
C -0.363 -0.565 -0.417
O -0.057 -1.460 -1.168
C 0.587 -0.261 0.746
O 0.260 -0.389 1.902
C 1.996 0.212 0.390
O 2.271 0.607 -0.714
H -2.152 0.200 0.469
H -2.257 -0.116 -1.298
H -1.362 1.299 -0.668
H 2.700 0.226 1.245
*
```

Atom charges from the Mulliken analysis, given in e for atoms 1 to 8: -1.086 0.748 -0.499 0.437 -0.486 0.006 -0.425 0.335

*Q*
Computed, not measured: C4H4O3 in the gas phase, with ωB97M-V/def2-TZVPD.

Structure (SMILES)   CC(=O)C(=O)C=O
Highest occupied orbital energy   -9.72 eV
HOMO-LUMO gap   9.525 eV
LUMO energy   -0.199 eV
Molecular weight   100.1 g/mol

```
! RIJCOSX wB97M-V def2-TZVPD def2/J DEFGRID3
* xyz 0 1
C -1.602 0.311 -0.549
C -0.552 -0.696 -0.142
O -0.695 -1.892 -0.229
C 0.656 -0.132 0.634
O 0.392 0.165 1.778
C 2.116 0.108 0.212
O 2.503 1.236 0.033
H -2.489 0.207 0.086
H -1.907 0.108 -1.578
H -1.232 1.335 -0.466
H 2.811 -0.751 0.220
*
```

Atom charges from the Mulliken analysis, given in e for atoms 1 to 8: -0.916 0.609 -0.496 0.440 -0.433 -0.036 -0.406 0.268

*R*
Computed, not measured: C4H4O3 in the gas phase, with ωB97M-V/def2-TZVPD.

Structure (SMILES)   CC(=O)C(=O)C=O
Highest occupied orbital energy   -9.70 eV
HOMO-LUMO gap   8.774 eV
LUMO energy   -0.928 eV
Molecular weight   100.1 g/mol

```
! RIJCOSX wB97M-V def2-TZVPD def2/J DEFGRID3
* xyz 0 1
C -1.686 0.222 -0.493
C -0.415 -0.553 -0.440
O -0.096 -1.433 -1.199
C 0.630 -0.225 0.731
O 0.371 -0.351 1.906
C 2.028 0.217 0.382
O 2.308 0.601 -0.721
H -2.156 0.169 0.499
H -2.297 -0.128 -1.345
H -1.311 1.299 -0.637
H 2.655 0.207 1.296
*
```

Atom charges from the Mulliken analysis, given in e for atoms 1 to 8: -0.997 0.693 -0.492 0.441 -0.481 0.033 -0.432 0.329

So which one is most stable? That would be *P*, about 0.0071 hartree below the next structure.

*P*
Computed, not measured: C4H4O3 in the gas phase, with ωB97M-V/def2-TZVPD.

Structure (SMILES)   O=CC(C=O)=CO
Highest occupied orbital energy   -10.06 eV
HOMO-LUMO gap   9.711 eV
LUMO energy   -0.353 eV
Molecular weight   100.1 g/mol

```
! RIJCOSX wB97M-V def2-TZVPD def2/J DEFGRID3
* xyz 0 1
O -1.152 -1.860 0.160
C -0.040 -1.348 0.190
C 0.201 0.064 -0.090
C 1.468 0.506 -0.683
O 1.757 1.659 -0.929
C -0.767 0.975 0.216
O -1.954 0.685 0.702
H 0.822 -1.953 0.523
H 2.159 -0.322 -0.954
H -0.587 2.043 0.108
H -2.055 -0.294 0.689
*
```

Atom charges from the Mulliken analysis, given in e for atoms 1 to 8: -0.576 0.013 0.300 -0.098 -0.508 -0.090 -0.488 0.325

*Q*
Computed, not measured: C4H4O3 in the gas phase, with ωB97M-V/def2-TZVPD.

Structure (SMILES)   O=CC1(C=O)CO1
Highest occupied orbital energy   -10.17 eV
HOMO-LUMO gap   10.426 eV
LUMO energy   0.255 eV
Molecular weight   100.1 g/mol

```
! RIJCOSX wB97M-V def2-TZVPD def2/J DEFGRID3
* xyz 0 1
O 2.271 -0.117 -0.572
C 1.208 0.385 -0.832
C -0.039 0.141 -0.007
C -1.299 -0.111 -0.772
O -1.283 -0.507 -1.913
C 0.094 -0.385 1.356
O -0.175 0.986 1.131
H 1.084 1.091 -1.675
H -2.237 0.091 -0.215
H -0.723 -0.955 1.796
H 1.099 -0.620 1.703
*
```

Atom charges from the Mulliken analysis, given in e for atoms 1 to 8: -0.450 -0.152 1.052 -0.197 -0.464 -0.549 -0.427 0.328

*R*
Computed, not measured: a 2-piece molecular cluster, C4H4O3 overall, with ωB97M-V/def2-TZVPD.

Highest occupied orbital energy (alpha / beta)   -8.41 / -8.40 eV
HOMO-LUMO gap (alpha / beta)   6.995 / 6.948 eV
LUMO energy (alpha / beta)   -1.418 / -1.456 eV
Molecular weight   100.1 g/mol

```
! RIJCOSX wB97M-V def2-TZVPD def2/J DEFGRID3
* xyz 0 1
C 0.851 -1.449 -0.004
C 0.812 -0.066 0.194
C 1.911 0.733 -0.031
C -1.643 0.242 -0.068
O 2.712 1.574 -0.048
O 1.807 -1.978 -0.539
O -1.863 1.532 -0.257
H 0.056 -2.131 0.274
H -1.066 -0.203 -0.977
H -1.653 -0.339 0.817
H -1.925 2.084 0.640
*
```

Atom charges from the Mulliken analysis, given in e for atoms 1 to 8: 0.113 -0.773 0.709 -0.201 -0.361 -0.544 -0.389 0.356

So which one is most stable? That would be *P*, about 0.0447 hartree below the next structure.

*P*
Computed, not measured: a 2-piece molecular cluster, CH2N5 overall, with ωB97M-V/def2-TZVPD.

Highest occupied orbital energy   -14.98 eV
HOMO-LUMO gap   8.601 eV
LUMO energy   -6.376 eV
Molecular weight   84.1 g/mol

```
! RIJCOSX wB97M-V def2-TZVPD def2/J DEFGRID3
* xyz 1 1
C -1.308 -0.362 0.047
N -1.552 -1.499 0.003
N 1.458 -1.139 -0.006
N -0.773 1.876 0.004
N 1.367 -0.027 0.113
N -0.547 0.745 0.022
H 1.258 -2.134 -0.156
H 0.097 2.539 -0.028
*
```

And the Mulliken charges, in e, turn out to be: 0.523 -0.313 0.143 -0.582 0.133 0.369 0.393 0.335

*Q*
Computed, not measured: an isolated ion of composition CH2N5 and charge +1, with ωB97M-V/def2-TZVPD.

Highest occupied orbital energy   -15.63 eV
HOMO-LUMO gap   9.130 eV
LUMO energy   -6.502 eV
Molecular weight   84.1 g/mol

```
! RIJCOSX wB97M-V def2-TZVPD def2/J DEFGRID3
* xyz 1 1
C -0.276 0.437 0.005
N 1.286 -1.550 -0.009
N 0.744 1.087 -0.026
N 1.871 -0.608 -0.001
N 2.001 0.647 -0.013
N -1.430 0.038 -0.025
H -2.101 0.021 0.831
H -2.095 -0.072 -0.761
*
```

And the Mulliken charges, in e, turn out to be: 0.402 -0.242 0.165 0.828 -0.560 -0.256 0.356 0.307

So which one is most stable? That would be *Q*, about 0.0089 hartree below the next structure.

*P*
Computed, not measured: a 2-piece molecular cluster, C3H3ClOS overall, with ωB97M-V/def2-TZVPD.

Highest occupied orbital energy   -10.31 eV
HOMO-LUMO gap   8.213 eV
LUMO energy   -2.100 eV
Molecular weight   122.6 g/mol

```
! RIJCOSX wB97M-V def2-TZVPD def2/J DEFGRID3
* xyz 0 1
C -0.499 0.104 -0.042
C 0.745 -0.318 0.701
C -0.174 0.648 1.284
O 0.886 -0.652 3.408
S -0.042 -0.814 2.317
Cl 0.288 2.915 1.940
H -0.349 0.749 -0.896
H -1.344 -0.569 -0.142
H 1.769 -0.336 0.397
*
```

Atom charges from the Mulliken analysis, given in e for atoms 1 to 8: -0.366 -0.148 0.077 -0.479 0.360 -0.261 0.245 0.190

*Q*
Computed, not measured: C3H3ClOS as an isolated structure, with ωB97M-V/def2-TZVPD.

Highest occupied orbital energy   -8.92 eV
HOMO-LUMO gap   8.631 eV
LUMO energy   -0.286 eV
Molecular weight   122.6 g/mol

```
! RIJCOSX wB97M-V def2-TZVPD def2/J DEFGRID3
* xyz 0 1
C 0.641 -0.551 0.018
C 1.076 0.892 0.037
C -1.694 -0.078 -0.501
O 0.563 1.705 0.709
S -0.962 -0.617 0.872
Cl -3.402 -0.176 -0.415
H 1.445 -1.127 0.718
H 0.329 -0.953 -1.008
H 2.005 0.906 -0.430
*
```

Atom charges from the Mulliken analysis, given in e for atoms 1 to 8: -0.567 0.130 -0.195 -0.400 0.030 -0.113 0.325 0.394

So which one is most stable? That would be *Q*, about 0.0531 hartree below the next structure.